1.
ORCA calculation (the ωB97M-V functional and the def2-TZVPD basis) on a molecular structure, C29H24BCaF2N8O8Se2 in a non-equilibrium geometry.

Calculated values
Orbital gap, Ha: 0.251
Molecular weight, g/mol: 859.4
HOMO, eV: -5.276
ΔE to the lowest compared entry with this formula, charge and spin, kJ/mol: 53.0
LUMO energy, eV: 1.546

ORCA input file:
```
! wB97M-V def2-TZVPD RIJCOSX def2/J DEFGRID3
* xyz -1 1
Ca 0.562 0.587 -1.141
C 2.503 -1.599 -4.522
C 3.351 -2.519 -3.903
C 3.777 -2.279 -2.619
C 3.361 -1.107 -1.945
N 2.489 -0.260 -2.526
C 2.097 -0.507 -3.786
N 3.954 -0.885 -0.734
C 3.686 0.117 0.069
N 2.627 0.933 0.138
C 2.787 1.763 1.247
N 1.922 2.536 1.755
C 0.637 2.689 1.276
C -0.424 1.679 1.717
C -1.814 2.027 1.149
C -2.011 3.449 0.795
C -0.945 4.204 0.549
N 0.378 3.826 0.729
C 4.117 1.522 1.848
C 4.786 2.111 2.901
C 6.049 1.619 3.212
C 6.609 0.570 2.488
C 5.923 -0.020 1.430
C 4.673 0.480 1.126
H 2.145 -1.742 -5.532
H 3.674 -3.410 -4.428
H 4.451 -2.946 -2.101
H 1.386 0.201 -4.195
H -0.527 1.971 2.781
H -2.543 1.659 1.852
H -3.015 3.837 0.672
H -1.062 5.233 0.226
H 4.337 2.924 3.458
H 6.609 2.056 4.030
H 7.596 0.209 2.756
H 6.345 -0.837 0.859
C -3.803 -3.083 2.642
Se -2.862 -2.564 1.013
C -1.417 -3.842 1.245
C -0.259 -3.454 2.152
Se 1.096 -2.211 1.427
C 1.492 -3.240 -0.152
H -4.100 -4.129 2.611
H -4.690 -2.453 2.714
H -3.175 -2.889 3.510
H -1.064 -4.081 0.242
H -1.875 -4.744 1.655
H 0.343 -4.343 2.377
H -0.577 -3.002 3.090
H 1.078 -4.239 -0.047
H 2.571 -3.260 -0.265
H 1.002 -2.722 -0.979
O -0.909 0.480 -3.259
C -1.301 1.496 -2.648
O -0.564 2.410 -2.201
C -2.760 1.518 -2.228
C -3.763 1.652 -3.159
C -5.084 1.686 -2.728
C -5.402 1.535 -1.399
C -4.390 1.330 -0.476
C -3.033 1.338 -0.858
O -1.959 1.179 -0.052
N -4.863 1.053 0.876
O -4.200 0.330 1.570
O -5.926 1.537 1.205
N -6.160 1.868 -3.695
O -5.848 2.022 -4.861
O -7.305 1.869 -3.284
H -3.531 1.747 -4.210
H -6.431 1.542 -1.072
F 1.030 -0.029 2.689
B -0.171 0.061 1.931
F -1.214 -0.357 2.737
O -0.580 -1.263 -0.434
N 0.115 -0.841 0.693
*
```



2.
ORCA calculation (the ωB97M-V functional and the def2-TZVPD basis) on a molecular structure, C29H24BrN3O2Sn.

Calculated values
Orbital gap (spin up / spin down), Ha: 0.215 / 0.163
Molecular weight, g/mol: 645.1
HOMO (spin up / spin down), eV: -13.243 / -13.239
ΔE to the lowest compared entry with this formula, charge and spin, kJ/mol: 65.9
LUMO energy (spin up / spin down), eV: -7.389 / -8.799

ORCA input file:
```
! wB97M-V def2-TZVPD RIJCOSX def2/J DEFGRID3
* xyz 2 1
Sn -0.164 1.250 0.478
O 1.987 -2.514 1.383
C 1.435 -2.852 2.579
C 1.990 -3.930 3.256
C 1.501 -4.306 4.494
C 0.442 -3.619 5.079
C -0.121 -2.557 4.401
C 0.351 -2.172 3.144
C -0.325 -1.015 2.458
O 0.489 -0.262 1.641
N -1.472 -1.564 1.641
N -1.846 -0.931 0.596
C -2.962 -1.261 -0.045
C -3.266 -0.655 -1.268
Br -1.834 0.188 -2.185
C -4.480 -0.716 -1.933
C -5.719 -1.166 -1.410
C -6.052 -1.139 -0.033
C -7.247 -1.665 0.397
C -8.140 -2.212 -0.528
C -7.855 -2.199 -1.893
C -6.671 -1.657 -2.336
H 1.658 -1.640 1.136
H 2.822 -4.446 2.796
H 1.959 -5.135 5.016
H 0.070 -3.904 6.053
H -0.945 -2.011 4.851
H -0.800 -0.402 3.236
H -2.068 -2.270 2.076
H -3.615 -2.048 0.325
H -4.483 -0.408 -2.973
H -5.402 -0.636 0.670
H -7.511 -1.627 1.445
H -9.078 -2.625 -0.182
H -8.566 -2.600 -2.601
H -6.438 -1.642 -3.394
N 1.943 1.326 -0.200
C 3.184 1.298 0.051
C 3.505 0.913 1.459
C 4.299 -0.209 1.688
C 4.513 -0.624 2.992
C 3.937 0.067 4.051
C 3.154 1.191 3.818
C 2.920 1.607 2.518
C 4.235 1.552 -0.936
C 5.486 1.993 -0.505
C 6.472 2.259 -1.440
C 6.216 2.074 -2.792
C 4.969 1.629 -3.223
C 3.973 1.378 -2.300
H 4.736 -0.750 0.859
H 5.133 -1.491 3.180
H 4.099 -0.272 5.066
H 2.724 1.738 4.646
H 2.333 2.498 2.322
H 5.679 2.149 0.548
H 7.439 2.614 -1.112
H 6.993 2.277 -3.517
H 4.778 1.478 -4.276
H 3.001 1.027 -2.621
*
```